# 1
{
  "formula": "C31H33N3O3",
  "method": "ωB97M-V/def2-TZVPD",
  "species": ["O", "N", "O", "C", "C", "C", "C", "O", "C", "C", "C", "C", "C", "C", "C", "C", "C", "C", "N", "C", "C", "C", "C", "C", "C", "C", "C", "C", "C", "C", "C", "N", "C", "C", "C", "C", "C", "H", "H", "H", "H", "H", "H", "H", "H", "H", "H", "H", "H", "H", "H", "H", "H", "H", "H", "H", "H", "H", "H", "H", "H", "H", "H", "H", "H", "H", "H", "H", "H", "H"],
  "xyz": [[-1.235, -5.236, -6.895], [-0.968, -4.068, -6.531], [-1.129, -3.070, -7.274], [-0.507, -3.843, -5.198], [-0.283, -2.515, -4.789], [-0.168, -2.235, -3.444], [-0.221, -3.286, -2.508], [-0.078, -2.934, -1.186], [0.868, -3.586, -0.373], [0.331, -3.370, 1.026], [-0.790, -4.128, 1.384], [-1.300, -4.074, 2.670], [-0.684, -3.225, 3.639], [0.374, -2.368, 3.228], [0.775, -2.371, 1.896], [1.082, -1.504, 4.216], [0.856, -1.933, 5.665], [-0.605, -2.266, 5.896], [-1.102, -3.233, 4.942], [-2.328, -3.894, 5.337], [-2.561, -5.174, 4.554], [-2.449, -4.947, 3.048], [2.299, -3.140, -0.659], [2.773, -3.047, -1.975], [3.988, -2.441, -2.281], [4.822, -1.981, -1.225], [4.418, -2.208, 0.121], [3.219, -2.868, 0.367], [5.277, -1.778, 1.260], [6.368, -0.788, 0.855], [7.022, -1.227, -0.441], [6.047, -1.439, -1.492], [6.636, -1.506, -2.815], [5.586, -1.337, -3.899], [4.421, -2.310, -3.705], [-0.325, -4.634, -2.915], [-0.490, -4.906, -4.269], [-0.234, -1.722, -5.526], [0.005, -1.220, -3.081], [0.836, -4.681, -0.553], [-1.245, -4.791, 0.642], [1.494, -1.617, 1.559], [0.759, -0.459, 4.074], [2.161, -1.520, 4.004], [1.159, -1.133, 6.347], [1.472, -2.817, 5.878], [-1.206, -1.344, 5.837], [-0.748, -2.678, 6.900], [-2.260, -4.110, 6.410], [-3.182, -3.208, 5.202], [-1.815, -5.918, 4.856], [-3.548, -5.570, 4.803], [-3.380, -4.498, 2.667], [-2.345, -5.917, 2.548], [2.172, -3.458, -2.788], [2.970, -3.145, 1.393], [5.745, -2.668, 1.708], [4.653, -1.331, 2.044], [7.138, -0.720, 1.628], [5.921, 0.206, 0.727], [7.589, -2.161, -0.270], [7.730, -0.472, -0.805], [7.166, -2.470, -2.945], [7.389, -0.707, -2.871], [5.203, -0.310, -3.868], [6.061, -1.488, -4.872], [3.574, -1.985, -4.323], [4.714, -3.298, -4.093], [-0.260, -5.434, -2.176], [-0.607, -5.924, -4.629]],
  "de_lowest_kcal_mol": 11.1,
  "total_charge": 0,
  "gap_ev": 6.68,
  "total_energy_ev": -43293.0702,
  "smiles": "O=[N+]([O-])c1ccc(OC(c2cc3c4c(c2)CCCN4CCC3)c2cc3c4c(c2)CCCN4CCC3)cc1"
}

=====

# 2
{
  "formula": "C31H33N4O3",
  "method": "ωB97M-V/def2-TZVPD",
  "species": ["C", "N", "C", "C", "N", "C", "C", "C", "C", "C", "C", "C", "H", "H", "H", "H", "H", "H", "H", "H", "H", "H", "H", "H", "C", "O", "C", "C", "C", "C", "C", "O", "C", "C", "N", "C", "C", "C", "C", "C", "C", "C", "C", "C", "C", "O", "N", "C", "C", "C", "H", "H", "H", "H", "H", "H", "H", "H", "H", "H", "H", "H", "H", "H", "H", "H", "H", "H", "H", "H", "H"],
  "xyz": [[-3.632, 1.128, -0.057], [-3.905, 0.114, -1.042], [-2.920, -0.494, -1.802], [-1.550, -0.396, -1.571], [-3.596, -1.435, -2.565], [-2.944, -2.366, -3.450], [-4.941, -1.489, -2.205], [-5.136, -0.505, -1.236], [-6.319, -0.429, -0.498], [-7.314, -1.374, -0.785], [-7.121, -2.360, -1.772], [-5.923, -2.438, -2.496], [-4.527, 1.261, 0.558], [-2.788, 0.831, 0.580], [-3.381, 2.084, -0.538], [-0.904, -1.021, -2.183], [-1.200, 0.556, -1.171], [-3.704, -3.028, -3.873], [-2.442, -1.825, -4.265], [-2.198, -2.966, -2.912], [-6.430, 0.343, 0.263], [-8.256, -1.352, -0.237], [-7.921, -3.075, -1.967], [-5.736, -3.191, -3.261], [3.173, 0.876, 4.523], [3.256, 1.281, 3.139], [3.025, 2.580, 2.835], [2.571, 3.573, 3.725], [2.424, 4.877, 3.256], [2.701, 5.224, 1.935], [3.146, 4.222, 1.050], [3.402, 4.371, -0.270], [3.120, 5.637, -0.902], [3.306, 2.922, 1.514], [3.822, 1.934, 0.615], [3.259, 0.729, 0.335], [1.838, 0.459, 0.550], [1.441, -0.947, 0.604], [0.167, -1.364, 0.365], [-0.161, -2.773, 0.224], [-1.480, -3.179, -0.091], [-1.781, -4.493, -0.432], [-0.781, -5.475, -0.368], [0.508, -5.123, 0.045], [0.822, -3.796, 0.340], [1.029, 1.405, 0.648], [4.099, 0.094, -0.514], [3.913, -1.206, -1.130], [5.239, 0.867, -0.696], [5.059, 2.014, -0.015], [3.457, -0.177, 4.518], [3.865, 1.455, 5.154], [2.147, 0.995, 4.899], [2.349, 3.312, 4.761], [2.087, 5.648, 3.946], [2.571, 6.244, 1.574], [3.369, 5.472, -1.950], [2.061, 5.905, -0.796], [3.749, 6.432, -0.479], [2.252, -1.618, 0.911], [-0.651, -0.646, 0.461], [-2.252, -2.408, -0.097], [-2.797, -4.751, -0.736], [-1.019, -6.508, -0.627], [1.277, -5.893, 0.135], [1.834, -3.545, 0.662], [4.582, -1.265, -1.995], [4.176, -2.017, -0.435], [2.879, -1.345, -1.466], [6.050, 0.537, -1.321], [5.682, 2.885, 0.076]],
  "total_charge": 1,
  "gap_ev": 4.94,
  "total_energy_ev": -44777.5057
}